Computed, not measured: a molecular structure, C42H52As3BrCaN6O3S2, with ωB97M-V/def2-TZVPD.

Summary:
Total energy in Ha: -12941.3515
Energy above the lowest of the compared OMol25 structures with the same formula, charge and spin in kJ/mol: 49.3
2S+1: 1
Strongest force on any atom in eV/A: 2.3
HOMO-LUMO gap in Eh: 0.201
E_HOMO in eV: -6.2
M in g/mol: 1097.80

Atoms and positions in Å:
Br 1.44916 3.32869 6.74044
As 0.96189 5.71901 -3.03405
As 2.61587 1.62194 0.08534
As -0.23316 0.93759 -1.71770
Ca 0.85563 -1.12902 0.54916
S -2.98957 -0.26872 1.59536
S 2.18492 -1.64903 -2.10476
O 0.16546 0.44608 1.63379
O -9.14531 -0.57396 -1.24799
O -9.10347 -2.59093 -0.36697
N 2.01238 -3.40528 0.65072
N 0.73609 -2.20089 -4.24327
N -0.56525 -2.42533 -0.95618
N 2.49647 -1.18200 2.18048
N -0.64146 -2.45746 1.70705
N -0.42212 -2.38157 -2.31566
C -7.24959 -1.08802 0.10035
C -8.55812 -1.35548 -0.55090
C 2.72024 -5.45403 -0.37722
C -1.38336 2.26545 -0.86379
C -6.59026 0.10236 -0.21588
C 5.81552 -2.92805 2.28091
C -0.77697 5.12389 -3.72420
C -0.59006 -2.62066 3.02565
C 2.04574 2.90787 -2.60823
C 4.45206 1.16540 0.60798
C -0.29831 2.16144 3.16153
C -2.52664 -3.98523 3.02439
C -5.35904 -1.68339 1.49516
C 4.30008 -4.19431 0.91747
C -1.67626 -2.97726 1.04067
C 3.53764 -2.12859 2.00784
C 1.76288 -4.46676 -0.07327
C 1.55317 0.62202 3.56208
C 4.79291 -1.98890 2.53938
C 0.45584 1.03364 2.72761
C -5.33386 0.38290 0.28351
C 0.22642 6.72925 -1.52431
C -4.63937 -0.52644 1.11768
C 2.55358 3.30867 1.07595
C 1.06653 2.39447 5.13406
C 3.27252 -3.25974 1.16955
C 2.45336 -0.45971 3.25823
C 5.58349 -4.00845 1.48507
C -2.60609 -3.79293 1.65463
C -1.69060 -2.75475 -0.44324
C 2.76710 3.27624 -3.91677
C 3.11298 2.23660 -1.71707
C 1.81372 1.31930 4.77178
C 3.98500 -5.30594 0.10437
C -1.52124 -3.36364 3.73360
C -1.52260 0.48517 -3.13387
C -2.93106 -2.96315 -1.24577
C 1.51222 4.18279 -1.91730
C 0.87789 1.97768 -2.99829
C -0.00555 2.82215 4.32028
C 0.78038 -2.11274 -2.89248
C -6.61964 -1.95676 0.99183
H 3.48715 1.33741 -2.21611
H -4.84085 1.31520 0.03098
H 4.48193 1.02459 1.68930
H -1.13811 2.45470 2.53998
H 2.06682 3.64635 -4.66926
H 2.70535 3.07954 2.13244
H -3.25815 -4.60333 3.52963
H -7.09443 0.79720 -0.87715
H -2.23434 1.71788 -0.45201
H 3.33638 3.98618 0.73524
H -0.86739 2.73117 -0.02287
H -1.29706 6.00426 -4.10291
H -7.11696 -2.85773 1.34345
H 1.58068 3.78342 0.97208
H -1.93408 1.39959 -3.55982
H 2.63296 0.99213 5.40244
H -1.04540 -0.08954 -3.92789
H -3.72598 -3.41181 -0.66133
H 6.79568 -2.77231 2.71420
H 1.62309 -2.11295 -4.70902
H 2.44525 -6.30421 -0.98824
H 3.27636 2.40049 -4.32747
H 3.51169 4.05698 -3.74433
H -1.38219 4.66924 -2.94206
H -0.45537 6.10978 -0.93790
H -3.38953 -4.27314 1.08708
H -1.72110 3.02038 -1.56787
H 0.16301 2.55729 -3.58297
H 0.69467 3.93415 -1.23964
H -0.65694 4.42270 -4.54933
H 3.95782 2.92240 -1.61012
H -2.34198 -0.09209 -2.70233
H -3.29922 -1.98596 -1.57115
H -2.75718 -3.58960 -2.12426
H -1.21322 -2.57897 -2.90683
H 1.26524 1.19724 -3.66177
H 4.75535 0.23263 0.13121
H -4.89924 -2.35897 2.20857
H 0.75040 -4.56016 -0.45254
H 5.02393 -1.12117 3.14441
H 5.14940 1.95777 0.33276
H -0.31685 7.59481 -1.90272
H 1.03203 7.08309 -0.88127
H 2.30503 4.61826 -1.30617
H -0.60169 3.67252 4.62981
H 3.17001 -0.67543 4.05375
H 0.03367 -2.75655 -4.70405
H 0.23675 -2.13925 3.53750
H -1.44217 -3.45801 4.80813
H 4.75607 -6.03628 -0.11747
H 6.36636 -4.72828 1.27469
H -8.51384 -3.12506 0.17655